ORCA calculation (ωB97M-V with the def2-TZVPD basis set) on a structure of composition C10H26LiSbSi.

## Properties
Electronic energy in Eh: -933.8423
Maximum force in Eh/bohr: 0.006
E_LUMO in hartree: -0.0025
Total charge: 0

Each line ends with the Löwdin charge.
CARTESIAN COORDINATES (ANGSTROEM)
1 Li -0.020 -1.113 -1.563  0.488
2 C -0.927 1.121 3.838  -0.186
3 C -0.614 1.318 2.359  -0.449
4 Sb -1.112 -0.309 1.047  1.362
5 C 0.503 -1.684 1.510  -0.460
6 C 1.146 -1.603 2.892  -0.184
7 C -2.723 -1.246 2.139  -0.455
8 C -2.342 -2.152 3.305  -0.189
9 H -0.701 2.031 4.398  0.072
10 H -0.342 0.312 4.273  0.047
11 H -1.982 0.894 3.999  0.059
12 H 0.447 1.513 2.193  0.048
13 H -1.153 2.180 1.964  0.038
14 H 1.265 -1.502 0.747  0.024
15 H 0.108 -2.686 1.319  0.043
16 H 1.532 -0.603 3.090  0.061
17 H 1.987 -2.296 2.964  0.072
18 H 0.444 -1.854 3.686  0.047
19 H -3.290 -1.802 1.391  0.033
20 H -3.376 -0.436 2.473  0.042
21 H -1.679 -2.959 2.989  0.059
22 H -3.232 -2.613 3.738  0.070
23 H -1.839 -1.599 4.097  0.048
24 C -0.518 0.655 -4.422  -0.212
25 Si 1.155 0.867 -3.558  0.300
26 C 0.971 2.319 -2.361  -0.203
27 C 2.350 1.439 -4.902  -0.206
28 C 1.595 -0.642 -2.634  -0.407
29 H -0.771 1.532 -5.024  0.022
30 H -1.335 0.509 -3.707  0.010
31 H -0.505 -0.213 -5.088  0.022
32 H 0.646 3.226 -2.877  0.023
33 H 1.925 2.534 -1.872  0.024
34 H 0.238 2.103 -1.577  -0.001
35 H 1.985 2.330 -5.421  0.020
36 H 2.500 0.654 -5.647  0.021
37 H 3.328 1.671 -4.474  0.021
38 H 2.449 -0.438 -1.975  -0.060
39 H 1.888 -1.457 -3.308  -0.064